# 1
ORCA calculation (ωB97M-V/def2-TZVPD) on a cluster of 2 separate species, C2H3ClN in total in a non-equilibrium geometry.

The geometry in ORCA input format:
```
! wB97M-V def2-TZVPD RIJCOSX def2/J DEFGRID3
* xyz 1 1
H 0.31 -1.97 -0.69
C 0.46 -0.69 0.06
H -1.75 2.05 -0.06
N -0.50 0.28 -0.08
C -0.98 1.31 -0.08
Cl 2.01 0.20 -0.13
H 0.45 -1.19 0.99
*
```

LUMO energy = -6.144 eV
Relative energy (zero: lowest compared OMol25 entry of this formula, charge and spin) = 132.3 kJ/mol
HOMO level = -15.96 eV

=====

# 2
ORCA calculation (ωB97M-V/def2-TZVPD) on the molecule C2H3ClN2 in a non-equilibrium geometry.

The geometry in ORCA input format:
```
! wB97M-V def2-TZVPD RIJCOSX def2/J DEFGRID3
* xyz 0 1
H 0.02 -0.90 0.60
H 0.51 0.67 0.60
N -2.37 1.15 0.00
C -3.26 1.86 -0.20
H -0.12 0.00 -0.97
Cl -2.42 -1.39 0.03
N -1.56 0.12 0.35
C -0.16 -0.02 0.03
*
```

LUMO energy = -0.060 eV
Relative energy (zero: lowest compared OMol25 entry of this formula, charge and spin) = 442.5 kJ/mol
HOMO level = -9.75 eV

=====

# 3
ORCA calculation (ωB97M-V/def2-TZVPD) on a cluster of 2 separate species, C2H3ClN2 in total in a non-equilibrium geometry.

The geometry in ORCA input format:
```
! wB97M-V def2-TZVPD RIJCOSX def2/J DEFGRID3
* xyz 0 1
N -1.82 -1.21 0.17
Cl 1.61 1.16 0.95
C 0.68 0.73 -0.47
H 1.52 2.02 -1.90
C -1.50 -1.77 1.12
H -0.09 0.05 -0.31
H -1.19 -2.27 2.01
N 0.79 1.29 -1.57
*
```

SMILES = [H]/N=C\Cl.C#N
LUMO energy = 0.810 eV
Relative energy (zero: lowest compared OMol25 entry of this formula, charge and spin) = 167.5 kJ/mol
HOMO level = -10.06 eV

=====

# 4
ORCA calculation (ωB97M-V/def2-TZVPD) on a cluster of 2 separate species, C2H3ClN2O in total in a non-equilibrium geometry.

The geometry in ORCA input format:
```
! wB97M-V def2-TZVPD RIJCOSX def2/J DEFGRID3
* xyz 0 1
O -0.82 3.91 0.52
Cl -0.63 -1.24 0.37
N 1.46 -2.48 -0.83
C -0.95 2.75 0.61
N -1.05 1.58 0.39
H 1.47 -3.31 -0.27
H -1.28 0.76 0.85
H 1.05 -0.50 -0.99
C 0.74 -1.47 -0.64
*
```

SMILES = [H]/N=C\Cl.N=C=O
LUMO energy = 0.571 eV
Relative energy (zero: lowest compared OMol25 entry of this formula, charge and spin) = 87.3 kJ/mol
HOMO level = -10.71 eV

=====

# 5
ORCA calculation (ωB97M-V/def2-TZVPD) on the ion C2H3ClNO2 with charge -1 in a non-equilibrium geometry.

The geometry in ORCA input format:
```
! wB97M-V def2-TZVPD RIJCOSX def2/J DEFGRID3
* xyz -1 1
N -0.34 0.42 -0.41
H 0.50 -0.78 1.07
H -1.16 -0.19 1.75
C -0.51 -0.49 0.86
C 1.06 0.79 -0.74
Cl -1.44 -2.01 0.44
H -1.13 0.49 -1.12
O 1.08 1.38 -1.86
O 1.94 0.40 0.02
*
```

SMILES = O=C([O-])NCCl
LUMO energy = 3.656 eV
Relative energy (zero: lowest compared OMol25 entry of this formula, charge and spin) = 0.0 kJ/mol
HOMO level = -4.44 eV

=====

# 6
ORCA calculation (ωB97M-V/def2-TZVPD) on a cluster of 2 separate species, C2H3ClNOP in total in a non-equilibrium geometry.

The geometry in ORCA input format:
```
! wB97M-V def2-TZVPD RIJCOSX def2/J DEFGRID3
* xyz 0 1
H 1.15 -1.05 0.31
P -0.75 0.20 0.81
Cl 0.04 -0.25 -2.91
H -0.33 -1.83 -0.23
O -2.23 0.37 0.88
C 0.17 -1.13 0.41
C 0.04 1.55 1.77
H 1.29 -0.31 -3.30
N 0.61 2.45 2.26
*
```

LUMO energy = -0.956 eV
Relative energy (zero: lowest compared OMol25 entry of this formula, charge and spin) = 265.8 kJ/mol
HOMO level = -10.10 eV

=====

# 7
ORCA calculation (ωB97M-V/def2-TZVPD) on a cluster of 2 separate species, C2H3ClO in total in a non-equilibrium geometry.

The geometry in ORCA input format:
```
! wB97M-V def2-TZVPD RIJCOSX def2/J DEFGRID3
* xyz 0 1
C 0.55 -1.20 -0.87
Cl -1.00 1.62 2.48
H 0.21 -0.60 -1.70
O 0.38 -0.76 0.25
H -0.87 1.47 0.10
C -0.33 1.64 1.03
H 1.06 -2.17 -1.30
*
```

LUMO energy (alpha / beta) = 0.106 / 0.062 eV
Relative energy (zero: lowest compared OMol25 entry of this formula, charge and spin) = 500.5 kJ/mol
HOMO level (alpha / beta) = -7.98 / -8.00 eV

=====

# 8
ORCA calculation (ωB97M-V/def2-TZVPD) on the molecule C2H3ClO2 in a non-equilibrium geometry.

The geometry in ORCA input format:
```
! wB97M-V def2-TZVPD RIJCOSX def2/J DEFGRID3
* xyz 0 1
H -1.71 1.74 -0.91
C 1.27 -0.91 0.30
C 0.06 -0.48 -0.03
O -0.03 1.25 -0.07
Cl -1.41 -1.06 -0.29
O -1.33 1.56 -0.03
H 1.85 -0.09 0.67
H 1.30 -2.00 0.36
*
```

SMILES = C=C(Cl)OO
LUMO energy = 0.695 eV
Relative energy (zero: lowest compared OMol25 entry of this formula, charge and spin) = 511.2 kJ/mol
HOMO level = -9.58 eV

=====

# 9
ORCA calculation (ωB97M-V/def2-TZVPD) on a cluster of 2 separate species, C2H3ClO2 in total in a non-equilibrium geometry.

The geometry in ORCA input format:
```
! wB97M-V def2-TZVPD RIJCOSX def2/J DEFGRID3
* xyz 0 1
C -1.42 1.40 -0.74
O -1.84 2.49 -0.57
C 0.64 -1.19 1.08
H 2.15 -1.07 0.12
O 1.38 -0.54 0.31
H -1.62 0.50 -0.22
Cl 1.23 -2.76 1.44
H -0.53 1.16 -1.43
*
```

LUMO energy = 0.351 eV
Relative energy (zero: lowest compared OMol25 entry of this formula, charge and spin) = 341.4 kJ/mol
HOMO level = -9.69 eV

=====

# 10
ORCA calculation (ωB97M-V/def2-TZVPD) on the molecule C2H3ClO2 in a non-equilibrium geometry.

The geometry in ORCA input format:
```
! wB97M-V def2-TZVPD RIJCOSX def2/J DEFGRID3
* xyz 0 1
C -1.04 -0.10 0.01
H -1.66 0.63 0.53
Cl 2.87 -0.45 -0.02
H -1.38 -0.17 -1.03
O 1.17 -0.71 0.02
O 0.77 1.50 0.00
H -1.13 -1.07 0.48
C 0.39 0.37 0.01
*
```

SMILES = CC(=O)OCl
LUMO energy = -0.368 eV
Relative energy (zero: lowest compared OMol25 entry of this formula, charge and spin) = 138.5 kJ/mol
HOMO level = -11.03 eV

=====

# 11
ORCA calculation (ωB97M-V/def2-TZVPD) on a structure of composition C2H3ClO2PS in a non-equilibrium geometry.

The geometry in ORCA input format:
```
! wB97M-V def2-TZVPD RIJCOSX def2/J DEFGRID3
* xyz -1 1
Cl 2.76 -0.82 0.51
O 1.11 1.57 0.56
H -0.99 0.44 -1.30
C -0.39 -0.64 0.46
O 1.18 0.15 -1.58
C -1.33 0.25 -0.33
H -0.45 -1.66 -0.10
P 1.11 0.27 -0.14
S -2.57 1.07 0.36
H -0.44 -0.63 1.57
*
```

LUMO energy = 3.205 eV
Relative energy (zero: lowest compared OMol25 entry of this formula, charge and spin) = 9.1 kJ/mol
HOMO level = -5.11 eV

=====

# 12
ORCA calculation (ωB97M-V/def2-TZVPD) on the molecule C2H3ClO2S in a non-equilibrium geometry.

The geometry in ORCA input format:
```
! wB97M-V def2-TZVPD RIJCOSX def2/J DEFGRID3
* xyz 0 1
H -1.63 -1.11 -0.84
Cl 0.25 2.84 1.37
H -0.42 -2.45 0.84
O -0.36 0.48 -0.78
S 0.90 1.43 -0.26
H 0.86 -1.15 0.97
C -0.67 -0.81 -0.42
C -0.04 -1.50 0.51
O 1.11 2.27 -1.39
*
```

LUMO energy = -0.996 eV
Relative energy (zero: lowest compared OMol25 entry of this formula, charge and spin) = 134.8 kJ/mol
HOMO level = -10.29 eV

=====

The E_tot results, record by record, are as follows: -16123.9531; -17620.8223; -17623.6723; -19671.6651; -20231.6767; -27469.4609; -16687.2920; -18734.7527; -18736.5119; -18738.6157; -38867.9563; -29573.3169 eV.